DFT (wB97M-V/def2-TZVPD) results for C33H39BCl5N6OS3V as an isolated structure at a distorted geometry.

**Frontier orbital gap (alpha / beta)**: 6.2 / 5.6 eV
**Energy above the lowest of the compared OMol25 structures with the same formula, charge and spin**: 85.5 kJ/mol
**HOMO energy (alpha / beta)**: -13.38 / -13.39 eV
**E_tot**: -167313.466 eV
**Charge**: +2
**Lowest unoccupied orbital energy (alpha / beta)**: -0.265 / -0.287 Eh
**Spin multiplicity**: 3
**Max |F|**: 1.7 eV Å⁻¹

Last column: Löwdin charge in e.
CARTESIAN COORDINATES (ANGSTROEM)
V 0.2093 -0.4035 -0.0894  0.323
C -0.7774 1.6938 -4.7562  -0.027
C -1.1845 2.1573 -3.3978  -0.225
C -2.2400 2.9776 -3.1540  0.107
C -2.6208 3.3181 -1.8186  -0.186
N -1.8867 2.9764 -0.8020  0.188
N -0.7812 2.2304 -1.0431  -0.015
B 0.1352 2.0975 0.1207  -0.534
N 1.6338 2.2389 -0.1399  0.001
N 1.7249 3.4758 -0.6684  0.200
C 2.8982 3.9375 -1.0103  -0.163
C 4.0635 3.1869 -0.7196  0.106
C 3.9812 1.9253 -0.2097  -0.222
C 5.1855 1.0849 0.0519  -0.042
C 2.6713 1.3949 0.0082  -0.571
S 2.5076 -0.2807 0.3601  0.790
C 2.9049 5.2703 -1.7419  -0.540
C 4.3261 5.7229 -2.0731  -0.047
C 2.1158 5.0819 -3.0476  -0.029
C 2.2118 6.3231 -0.8750  -0.036
N -0.3910 2.6364 1.4352  0.017
N -0.5401 3.9755 1.5218  0.210
C -0.9904 4.4509 2.6521  -0.175
C -1.3319 3.5876 3.7337  0.101
C -1.1812 2.2398 3.6432  -0.217
C -1.5099 1.2787 4.7349  -0.034
C -0.6598 1.7714 2.4065  -0.530
S -0.2944 0.1179 2.1531  0.848
C -1.1563 5.9512 2.8200  -0.543
C -2.6110 6.2583 3.2075  -0.021
C -0.2256 6.4110 3.9547  -0.025
C -0.7906 6.6938 1.5409  -0.045
C -0.4910 1.6833 -2.2476  -0.573
S 0.6423 0.4188 -2.2935  0.883
C -3.8889 4.1003 -1.5524  -0.543
C -4.0523 4.3716 -0.0611  -0.047
C -3.8218 5.4332 -2.3111  -0.021
C -5.0722 3.2608 -2.0603  -0.018
H -1.3926 2.1600 -5.5218  0.098
H -0.8762 0.6102 -4.8376  0.096
H 0.2686 1.9403 -4.9463  0.097
H -2.8333 3.3548 -3.9766  0.139
H 5.0352 3.6060 -0.9391  0.130
H 6.0934 1.6538 -0.1319  0.097
H 5.1857 0.2031 -0.5908  0.094
H 5.1915 0.7333 1.0848  0.098
H 4.8511 5.0055 -2.7067  0.095
H 4.9210 5.9038 -1.1758  0.097
H 4.2779 6.6629 -2.6216  0.099
H 2.5737 4.3212 -3.6835  0.094
H 2.1049 6.0197 -3.6032  0.098
H 1.0825 4.7965 -2.8425  0.072
H 2.7321 6.4669 0.0739  0.097
H 1.1822 6.0341 -0.6705  0.062
H 2.2022 7.2784 -1.4005  0.101
H -1.7232 4.0270 4.6410  0.135
H -1.9404 1.7992 5.5870  0.097
H -0.6130 0.7514 5.0655  0.099
H -2.2201 0.5278 4.3850  0.096
H -2.8980 5.7779 4.1443  0.085
H -3.3126 5.9451 2.4363  0.078
H -2.7221 7.3330 3.3502  0.102
H -0.4939 5.9722 4.9159  0.087
H -0.2985 7.4932 4.0625  0.100
H 0.8160 6.1652 3.7404  0.096
H -1.3627 6.3422 0.6800  0.072
H 0.2682 6.5751 1.3151  0.066
H -0.9912 7.7567 1.6747  0.101
H -3.2249 4.9725 0.3170  0.056
H -4.0933 3.4486 0.5194  0.090
H -4.9825 4.9157 0.1033  0.102
H -2.9587 6.0241 -1.9994  0.093
H -4.7201 6.0130 -2.0997  0.101
H -3.7760 5.2951 -3.3922  0.085
H -5.1387 2.3095 -1.5280  0.087
H -5.0036 3.0533 -3.1293  0.088
H -6.0006 3.8069 -1.8933  0.102
Cl -5.7724 -4.5228 -0.5323  0.748
C -4.2315 -3.7900 -0.4468  -0.690
C -4.1247 -2.3992 -0.5052  -0.691
Cl -5.5167 -1.4160 -0.6621  0.732
C -2.8658 -1.8186 -0.4335  -0.553
Cl -2.6747 -0.1006 -0.5019  0.830
C -1.7270 -2.5985 -0.3085  -0.384
O -0.5043 -2.0279 -0.2577  -0.272
C -1.8226 -3.9877 -0.2491  -0.610
Cl -0.4013 -4.9130 -0.0913  0.792
C -3.0837 -4.5812 -0.3175  -0.683
Cl -3.2222 -6.2796 -0.2439  0.758

DFT (wB97M-V/def2-TZVPD) results for C33H39ClFIN6O5PSTi as an isolated structure at a distorted geometry.

**Frontier orbital gap (alpha / beta)**: 5.4 / 5.4 eV
**HOMO energy (alpha / beta)**: -10.61 / -10.64 eV
**E_tot**: -120604.149 eV
**Charge**: +2
**Lowest unoccupied orbital energy (alpha / beta)**: -0.192 / -0.193 Eh
**Spin multiplicity**: 2
**Max |F|**: 4.6 eV Å⁻¹

Last column: Löwdin charge in e.
CARTESIAN COORDINATES (ANGSTROEM)
Ti 9.8338 17.2884 14.8300  0.844
F 11.1783 10.6764 14.7291  0.055
C 11.2067 11.6073 13.7205  -0.149
C 10.7156 12.8761 13.9255  0.108
C 10.5870 13.7726 12.8188  -0.043
C 10.1552 15.1251 13.0021  -0.202
O 9.6848 15.5111 14.1860  -0.173
C 10.3944 15.9911 11.8968  -0.011
C 10.7328 15.4455 10.6729  0.069
N 11.0643 14.1569 10.4633  0.041
C 11.1727 13.6019 9.1056  -0.249
C 11.8366 14.3282 8.0128  -0.107
C 12.5119 13.1706 8.5808  -0.106
C 10.9559 13.2378 11.5406  -0.072
C 11.3891 11.9058 11.3919  0.062
C 11.6538 11.0734 12.4466  -0.146
N 12.2814 9.8404 12.3915  -0.093
C 12.0775 8.9168 11.2936  -0.127
C 13.2927 8.1417 10.8529  -0.092
N 14.0001 7.6143 12.0755  0.057
C 14.5032 8.7200 12.9946  -0.058
C 13.2524 9.5312 13.4077  -0.140
C 10.3391 17.5063 11.8942  -0.464
O 10.5393 18.2476 10.9473  0.084
O 10.2443 18.0612 13.1609  -0.202
H 10.4493 13.3072 14.8913  0.140
H 10.8259 16.1233 9.8255  0.155
H 10.3638 12.9625 8.7098  0.169
H 12.2469 15.3069 8.1602  0.116
H 11.3750 14.1406 7.0553  0.122
H 13.3736 13.4260 9.1768  0.119
H 12.4911 12.2953 7.9207  0.121
H 11.5999 11.5824 10.3802  0.105
H 11.5176 9.3836 10.4556  0.146
H 11.3437 8.1464 11.6848  0.153
H 14.0033 8.7317 10.2630  0.144
H 12.9947 7.2960 10.2169  0.148
H 14.8159 6.9995 11.8374  0.207
H 13.3303 7.0863 12.6678  0.192
H 15.2327 9.3432 12.4531  0.145
H 14.9396 8.2810 13.8871  0.140
H 13.5617 10.4754 13.9149  0.154
H 12.6966 9.0066 14.2383  0.142
Cl 8.2504 18.8521 21.3489  0.722
C 8.6885 18.9849 19.7007  -0.627
C 9.0037 20.2393 19.1699  -0.185
C 9.4352 20.3965 17.8491  -0.661
I 10.0259 22.3030 17.2871  0.925
C 9.4216 19.2045 17.0346  -0.380
O 9.7541 19.2346 15.7503  -0.240
C 9.0652 17.9482 17.6175  -0.146
N 9.1560 16.8511 16.7710  -0.033
C 8.7234 15.6582 17.1564  -0.102
C 8.4039 15.3786 18.4797  -0.034
C 8.3884 16.4208 19.3889  0.017
C 8.6944 17.7580 18.9655  -0.160
H 8.8426 21.0757 19.8575  0.099
H 8.6695 14.9033 16.3641  0.117
H 8.2930 14.3626 18.8515  0.116
H 8.2286 16.1833 20.4511  0.112
C 5.6085 18.9997 14.9843  -0.160
P 6.8443 18.6714 13.7769  0.602
C 7.7500 20.0810 13.1508  -0.132
C 5.9365 18.1062 12.3636  -0.164
O 7.7715 17.5592 14.2980  -0.416
H 4.9941 19.8323 14.6568  0.062
H 6.0636 19.2950 15.9494  0.070
H 4.9932 18.0865 15.1722  0.086
H 7.0729 20.9029 12.9217  0.072
H 8.2521 19.6565 12.2636  0.063
H 8.4953 20.3823 13.8554  0.038
H 5.1660 18.8101 12.0452  0.074
H 5.5085 17.1569 12.6021  0.053
H 6.5930 17.9751 11.5158  0.056
S 12.0580 16.8595 15.8119  0.733
C 12.8306 18.1055 14.8748  -0.751
N 13.6201 17.7625 13.8789  0.020
C 14.5871 18.6709 13.2387  -0.143
C 14.0587 20.1044 13.3588  -0.127
C 13.6953 20.4064 14.8451  -0.127
N 12.8057 19.3615 15.3330  0.051
H 13.5137 16.7974 13.5873  0.128
H 14.7243 18.3142 12.1864  0.135
H 15.5403 18.4914 13.7508  0.125
H 13.1679 20.2109 12.7271  0.123
H 14.8183 20.8298 12.9996  0.129
H 13.2542 21.3844 15.0142  0.123
H 14.5998 20.3929 15.4201  0.116
H 12.2384 19.5405 16.1455  0.119

DFT (wB97M-V/def2-TZVPD) results for C33H39F5N3O4SW as an isolated structure at a distorted geometry.

**Frontier orbital gap**: 5.1 eV
**Energy above the lowest of the compared OMol25 structures with the same formula, charge and spin**: 37.6 kJ/mol
**HOMO energy**: -16.25 eV
**E_tot**: -73736.798 eV
**Charge**: +3
**Lowest unoccupied orbital energy**: -0.408 Eh
**Max |F|**: 1.2 eV Å⁻¹

Last column: Löwdin charge in e.
CARTESIAN COORDINATES (ANGSTROEM)
W 0.2120 0.1177 -0.1011  2.072
C -0.8385 1.5496 2.3186  -0.149
N -1.6584 1.5972 1.1210  -0.148
C -1.9537 2.9924 0.6596  -0.146
C -0.7722 3.9411 0.5205  -0.127
C 0.4814 3.3044 -0.0751  -0.156
N 0.1108 2.1540 -0.9419  -0.079
C -0.1671 2.4724 -2.1674  -0.007
C -0.6736 1.6250 -3.2001  -0.140
C -0.9034 2.1138 -4.4913  0.035
C -1.4381 1.2729 -5.4502  -0.006
C -1.7551 -0.0452 -5.1262  0.012
C -1.5408 -0.5524 -3.8459  0.041
C -0.9947 0.3032 -2.9197  -0.240
O -0.7635 -0.1255 -1.6342  -0.221
C -3.0051 0.9385 1.3457  -0.135
C -3.1563 -0.4097 0.6944  -0.134
C -2.2196 -1.4500 1.3006  -0.145
N -0.9896 -1.5995 0.4830  -0.082
C -0.8527 -2.7545 -0.0930  -0.019
C 0.1442 -3.1942 -1.0205  -0.142
C 0.0505 -4.4664 -1.5988  0.023
C 1.0222 -4.8848 -2.4893  -0.006
C 2.0920 -4.0458 -2.7997  0.017
C 2.2216 -2.7857 -2.2207  0.049
C 1.2380 -2.3968 -1.3442  -0.248
O 1.3324 -1.1991 -0.6829  -0.227
H -1.4007 1.4479 3.2457  0.158
H -0.1671 2.4026 2.3852  0.137
H 0.7031 0.1861 2.6498  0.054
H -2.6726 3.4353 1.3529  0.147
H -2.4696 2.8738 -0.2932  0.134
H -0.5106 4.4010 1.4744  0.131
H -1.1207 4.7592 -0.1120  0.136
H 1.1466 2.9584 0.7056  0.100
H 1.0420 4.0258 -0.6683  0.142
H -0.0189 3.5171 -2.4421  0.167
H -0.6665 3.1435 -4.7300  0.140
H -1.6150 1.6387 -6.4518  0.134
H -2.1794 -0.6930 -5.8822  0.135
H -1.7863 -1.5732 -3.5882  0.134
H -3.7788 1.6158 0.9916  0.133
H -3.1455 0.8393 2.4232  0.139
H -2.9823 -0.3355 -0.3809  0.114
H -4.1914 -0.7330 0.8062  0.143
H -2.7050 -2.4223 1.3472  0.132
H -1.9181 -1.1910 2.3140  0.126
H -1.6117 -3.4973 0.1456  0.157
H -0.7794 -5.1143 -1.3435  0.139
H 0.9580 -5.8660 -2.9386  0.133
H 2.8477 -4.3806 -3.4986  0.136
H 3.0633 -2.1424 -2.4357  0.138
C 2.6000 -4.9851 1.5418  -0.110
C 2.4035 -4.4861 2.9665  -0.294
C 1.4699 -3.2833 3.0493  -0.446
S 2.1622 -1.7896 2.2731  0.908
O -0.0811 0.3484 2.0733  -0.211
C 3.2143 -1.0966 3.5839  -0.429
C 2.5349 -0.0362 4.4423  -0.309
C 1.3826 -0.5393 5.3006  -0.100
H 3.2957 -5.8219 1.5095  0.086
H 3.0018 -4.2000 0.8961  0.051
H 1.6517 -5.3329 1.1201  0.070
H 3.3656 -4.2368 3.4199  0.110
H 1.9750 -5.2804 3.5816  0.123
H 1.2063 -3.0380 4.0763  0.073
H 0.5409 -3.4962 2.5107  0.067
H 4.0840 -0.6727 3.0830  0.075
H 3.5709 -1.9370 4.1816  0.094
H 2.2137 0.7969 3.7949  0.082
H 3.3000 0.4087 5.0833  0.128
H 0.5374 -0.8951 4.7002  0.053
H 1.0144 0.2457 5.9604  0.086
H 1.7023 -1.3675 5.9344  0.093
F 6.4964 2.3130 -1.9070  0.204
C 5.3611 1.9794 -1.3470  -0.107
C 4.3150 1.5030 -2.1302  -0.123
F 4.4507 1.3938 -3.4382  0.174
C 3.1216 1.1517 -1.5319  -0.125
F 2.1015 0.7320 -2.3077  0.089
C 2.9568 1.2516 -0.1526  -0.177
O 1.7951 0.9143 0.4888  -0.273
C 3.9995 1.7515 0.6179  -0.123
F 3.8346 1.8773 1.9282  0.151
C 5.1994 2.1098 0.0283  -0.115
F 6.1827 2.5703 0.7674  0.192